Record 1
15
Properties=species:S:1:pos:R:3:forces:R:3:lowdin_charge:R:1 method="wB97M-V/def2-TZVPD" e_lumo_ha=0.144 homo_energy_ha=-0.1387 homo_lumo_gap_ev=7.69 total_charge=-1
C -1.054 -0.296 2.287 -0.709 0.331 -0.330 -0.0622
C -1.834 -1.101 1.211 -0.194 -0.563 0.186 -0.8004
O -3.029 -1.352 1.500 0.137 0.183 -0.128 -0.1202
O -1.179 -1.498 0.219 0.033 0.250 0.049 -0.1079
H -0.602 -1.018 2.963 0.342 0.118 0.013 0.0529
H -1.768 0.307 2.847 -0.065 -0.065 0.201 0.0441
H -0.350 0.398 1.831 0.429 -0.268 0.026 0.0396
C 1.137 1.293 -1.875 0.589 0.084 -0.073 -0.1745
C 1.277 -0.121 -1.319 0.593 -0.778 -0.065 -0.1780
H 1.928 1.473 -2.612 -0.163 0.026 -0.084 0.0486
H 0.188 1.462 -2.377 -0.149 -0.027 0.112 0.0555
H 1.274 2.067 -1.126 -0.129 0.061 0.211 0.0497
H 2.268 -0.546 -1.533 -0.061 0.231 -0.221 0.0523
H 0.557 -0.797 -1.769 -0.148 -0.044 0.091 0.0542
H 1.187 -0.271 -0.245 -0.504 0.463 0.011 0.0462

Record 2
31
Properties=species:S:1:pos:R:3:forces:R:3:lowdin_spin:R:1 method="wB97M-V/def2-TZVPD" e_lumo_ha="-0.128 / -0.262" homo_energy_ha="-0.4387 / -0.4380" multiplicity=2 homo_lumo_gap_ev="8.46 / 4.79" total_charge=+1 s_squared=0.767
C 1.676 -2.214 -2.443 0.251 -0.390 -0.130 0.0012
C 0.897 -1.668 -0.082 0.033 -1.362 -0.099 0.0000
C 1.723 -1.420 -1.177 -0.398 0.963 0.247 0.0065
C 1.007 -1.020 1.141 -0.478 0.167 -0.852 -0.0001
C 1.781 0.132 1.173 -0.033 0.019 0.013 0.0033
C 2.654 -0.385 -1.032 0.515 -0.867 0.442 0.0060
C 2.641 0.395 0.115 -0.683 0.646 -0.036 0.0013
H 0.249 -2.544 -0.162 -0.013 0.202 0.114 -0.0001
H 0.412 -1.420 1.954 0.055 0.415 0.195 0.0002
H 2.331 -1.743 -3.166 0.260 -0.240 -0.181 0.0000
H 0.745 -2.424 -2.969 -0.569 0.687 0.407 0.0002
H 1.694 0.864 1.962 0.281 -0.220 0.404 -0.0002
H 3.528 -0.361 -1.677 -0.447 0.527 -0.456 0.0001
H 3.186 1.326 0.150 0.525 -0.128 0.023 0.0000
H 1.988 -3.223 -2.222 0.667 -0.386 -0.046 0.0005
C -1.926 1.051 2.927 -0.412 0.232 1.233 0.0577
C -1.003 2.036 0.864 -0.274 0.448 -1.111 0.0339
C -1.808 1.032 1.460 1.071 0.000 0.850 0.2538
C -0.897 2.071 -0.490 -0.783 -0.345 0.211 0.0981
C -1.425 0.986 -1.235 -0.288 -0.569 -0.781 0.1890
C -2.265 -0.072 0.695 -0.694 -0.090 0.539 0.0506
C -2.093 -0.123 -0.641 0.708 0.199 -0.059 0.0885
O -1.247 1.051 -2.526 0.207 0.624 -0.715 0.1677
H -0.526 2.876 1.354 -0.382 -0.244 0.709 -0.0020
H -0.611 2.955 -1.018 0.734 0.158 -0.285 0.0019
H -2.063 0.091 3.432 0.649 -0.274 -0.460 0.0093
H -2.804 1.532 3.375 -0.366 0.487 -0.765 0.0251
H -2.756 -0.859 1.257 0.036 -0.101 -0.248 -0.0007
H -1.697 0.425 -3.121 0.049 -0.154 0.684 0.0012
H -2.274 -0.995 -1.255 -0.364 -0.005 0.089 0.0016
H -1.116 1.646 3.355 0.140 -0.399 0.063 0.0054

Record 3
88
Properties=species:S:1:pos:R:3:forces:R:3:lowdin_spin:R:1 method="wB97M-V/def2-TZVPD" e_lumo_ha="0.080 / 0.080" homo_energy_ha="-0.1417 / -0.1597" multiplicity=4 homo_lumo_gap_ev="6.04 / 6.53" total_charge=-1 s_squared=3.770
Re 1.488 1.362 -0.948 0.834 0.839 -0.496 2.3763
C 3.127 2.475 -5.265 -0.121 -0.056 0.115 0.0008
C 2.351 2.398 -3.973 -0.176 0.229 0.036 0.0265
S 2.451 0.868 -3.126 -0.186 -0.052 0.209 0.0580
C 1.610 3.425 -3.531 0.156 -0.068 -0.230 0.0284
C 1.456 4.717 -4.296 -0.004 -0.179 0.106 0.0008
S 0.708 3.357 -2.025 0.173 -0.233 0.335 0.1149
H 3.773 1.604 -5.360 0.029 0.025 -0.070 0.0003
H 3.750 3.372 -5.288 0.021 -0.016 -0.055 0.0000
H 2.453 2.506 -6.125 0.052 0.009 -0.044 0.0007
H 2.412 5.054 -4.700 -0.023 0.040 -0.011 -0.0002
H 1.063 5.485 -3.631 0.022 0.100 -0.087 0.0010
H 0.758 4.597 -5.130 0.010 0.058 -0.023 0.0003
C 0.556 -5.970 3.241 0.054 0.057 -0.014 0.0001
C 0.962 -4.952 2.208 -0.007 -0.071 -0.081 0.0004
C 2.013 -5.206 1.332 -0.013 0.039 0.079 0.0002
C 2.374 -4.273 0.371 0.081 0.071 -0.110 0.0007
C 1.682 -3.078 0.287 0.072 0.096 -0.169 0.0017
C 0.644 -2.796 1.162 0.101 -0.126 -0.157 0.0008
C 0.288 -3.736 2.116 0.095 -0.593 -0.193 0.0000
S 2.002 -1.936 -1.055 -0.430 -0.559 0.261 0.0135
O 0.751 -1.929 -1.794 0.061 0.466 0.139 0.0030
O 3.160 -2.427 -1.755 0.078 0.065 0.112 0.0050
N 2.230 -0.530 -0.309 -0.162 -0.099 -0.474 0.0755
C 3.545 -0.448 0.338 0.185 0.363 0.128 0.0116
C 4.188 0.944 0.154 0.254 -0.687 0.410 0.0085
O 5.321 1.110 0.568 -0.169 0.127 -0.130 0.0106
O 3.447 1.830 -0.415 -0.838 0.331 -0.313 0.0459
H 0.640 -6.982 2.844 -0.011 -0.013 0.028 0.0000
H -0.473 -5.806 3.561 -0.012 -0.027 0.014 0.0000
H 1.194 -5.905 4.125 0.002 -0.015 0.005 0.0000
H 2.554 -6.143 1.399 -0.010 -0.015 -0.009 0.0000
H 3.175 -4.452 -0.335 0.006 -0.062 0.049 0.0001
H 0.113 -1.851 1.088 -0.036 -0.060 -0.116 0.0001
H -0.529 -3.524 2.798 0.106 -0.491 -0.267 0.0000
H 4.234 -1.185 -0.073 0.054 0.055 0.030 0.0004
H 3.470 -0.619 1.419 -0.030 -0.008 -0.031 0.0019
S 0.906 1.536 3.642 -0.047 -0.055 -0.200 0.0035
C 0.711 0.988 1.939 -0.618 -0.212 0.498 0.0129
N 1.026 2.004 1.055 0.135 -0.338 -0.442 0.0422
C 1.102 3.240 1.679 0.091 0.128 0.358 0.0026
C 1.369 4.486 1.110 -0.030 -0.199 -0.104 0.0088
C 1.384 5.623 1.903 -0.025 0.040 0.062 -0.0005
C 1.138 5.561 3.268 0.017 0.092 0.062 0.0086
C 0.939 4.325 3.869 0.006 -0.053 -0.046 -0.0008
C 0.965 3.192 3.080 -0.098 -0.121 -0.077 0.0066
H 1.200 0.036 1.762 -0.009 0.046 -0.003 0.0004
H 1.583 4.557 0.058 -0.030 0.007 -0.119 0.0023
H 1.597 6.581 1.446 -0.025 -0.019 -0.039 -0.0002
H 1.124 6.464 3.865 0.023 -0.011 -0.005 0.0006
H 0.779 4.239 4.937 0.035 0.015 0.008 -0.0003
N -0.441 0.594 -1.288 0.177 -0.422 -0.244 0.0520
S -1.795 1.022 -2.012 -0.266 -0.279 0.245 0.0299
C -3.052 0.236 -0.988 -0.016 0.232 -0.206 0.0027
C -4.005 1.043 -0.391 0.051 0.045 -0.167 0.0014
C -4.896 0.486 0.514 -0.058 -0.077 0.039 -0.0001
C -4.817 -0.865 0.818 -0.012 0.080 0.038 0.0005
C -3.857 -1.666 0.211 0.019 -0.060 -0.069 0.0002
C -2.966 -1.117 -0.694 -0.026 -0.071 -0.073 0.0015
C -1.981 -0.015 -3.493 0.201 0.121 0.123 0.0077
C -0.856 -0.104 -4.295 0.181 0.119 0.023 0.0028
C -0.868 -0.926 -5.408 -0.063 -0.026 -0.057 0.0004
C -2.016 -1.632 -5.736 0.030 0.034 -0.024 0.0008
C -3.154 -1.505 -4.952 -0.038 0.026 -0.062 0.0004
C -3.143 -0.696 -3.825 -0.151 0.041 0.129 0.0017
H -0.343 -0.423 -1.283 -0.095 -0.111 0.040 0.0049
H -4.034 2.102 -0.620 0.012 -0.001 0.033 0.0001
H -5.641 1.107 0.993 0.017 0.017 0.005 0.0000
H -5.495 -1.294 1.545 -0.008 -0.008 -0.016 0.0000
H -3.793 -2.719 0.453 0.018 0.009 0.026 0.0000
H -2.203 -1.732 -1.160 0.009 -0.002 0.046 0.0000
H 0.040 0.447 -4.038 0.154 -0.051 0.111 0.0013
H 0.033 -1.017 -6.001 -0.026 -0.001 -0.024 0.0002
H -2.028 -2.277 -6.606 0.006 -0.017 0.018 0.0001
H -4.055 -2.045 -5.211 0.001 0.002 0.017 0.0001
H -4.029 -0.615 -3.208 0.032 -0.021 -0.013 0.0002
S -1.265 0.369 1.642 0.370 0.173 0.334 0.0122
C -1.598 -0.384 3.203 0.163 0.161 -0.144 0.0011
C -2.575 0.150 4.041 0.009 -0.050 0.038 0.0012
C -2.763 -0.366 5.314 -0.059 0.011 0.002 0.0000
C -1.982 -1.423 5.762 -0.022 -0.044 0.048 0.0011
C -1.035 -1.983 4.917 0.007 -0.025 0.030 -0.0001
C -0.845 -1.474 3.642 -0.022 0.534 0.121 0.0009
H -3.161 0.988 3.686 0.014 0.047 0.042 0.0000
H -3.508 0.073 5.967 0.003 -0.005 0.003 0.0000
H -2.102 -1.802 6.770 -0.043 -0.022 -0.012 0.0001
H -0.437 -2.820 5.258 0.053 -0.017 0.007 0.0000
H -0.100 -1.904 2.984 -0.267 0.795 0.666 0.0001

Record 4
15
Properties=species:S:1:pos:R:3:forces:R:3:lowdin_charge:R:1 method="wB97M-V/def2-TZVPD" e_lumo_ha=-0.004 homo_energy_ha=-0.3166 homo_lumo_gap_ev=8.51 total_charge=0
C 2.874 -0.402 -0.420 0.014 -0.210 -0.890 -0.4257
S 1.318 -1.082 0.160 0.046 0.024 -0.109 0.8660
C 0.168 0.168 -0.187 0.172 -0.290 0.238 -1.1824
S 0.488 1.584 -0.873 0.422 0.481 -0.440 0.7340
C -1.203 -0.223 0.309 -0.379 1.046 0.431 -0.8458
C -1.987 1.033 0.759 -1.019 -0.972 0.404 -0.1770
S -2.151 -1.047 -0.997 0.528 -0.632 0.087 0.7576
H 3.134 0.472 0.180 0.085 -0.106 -0.194 0.0348
H 2.845 -0.159 -1.510 -0.158 -0.010 0.949 0.0498
H 3.587 -1.222 -0.296 0.033 0.245 0.186 0.0310
H -1.064 -0.938 1.126 -0.293 0.178 0.023 0.0784
H -1.584 1.436 1.692 0.279 0.276 -0.452 0.0835
H -2.080 1.755 -0.057 0.371 -0.005 0.361 0.0476
H -3.022 0.740 1.019 0.371 -0.092 -0.146 0.0724
H -1.322 -2.115 -0.904 -0.471 0.066 -0.448 -0.1242

Record 5
88
Properties=species:S:1:pos:R:3:forces:R:3:lowdin_spin:R:1 method="wB97M-V/def2-TZVPD" e_lumo_ha="-0.168 / -0.141" homo_energy_ha="-0.4023 / -0.4032" multiplicity=3 homo_lumo_gap_ev="6.37 / 7.13" total_charge=+1 s_squared=2.046
V 0.036 -0.288 -0.496 -2.187 1.841 7.096 2.0271
C 1.688 -0.752 -1.659 0.315 0.506 -1.793 0.0087
C 0.583 -1.530 -2.123 0.785 0.775 -1.750 -0.0040
C 0.020 0.712 -2.313 0.634 -0.934 -1.062 -0.0017
C 1.365 0.634 -1.846 0.375 -0.817 -1.289 -0.0041
C -0.445 -0.630 -2.515 0.959 0.177 -1.464 0.0089
C 3.034 -1.305 -1.394 0.440 -0.405 0.320 0.0048
H 2.960 -2.300 -0.916 0.195 0.459 -0.202 -0.0001
H 3.618 -0.639 -0.747 -0.030 -0.324 -0.234 0.0003
H 3.561 -1.425 -2.359 -0.082 0.010 0.437 -0.0004
C 2.318 1.757 -1.834 0.129 0.380 0.419 0.0011
H 3.280 1.426 -1.439 -0.011 0.290 -0.190 0.0002
H 1.925 2.569 -1.218 0.292 0.009 -0.154 -0.0001
H 2.426 2.123 -2.863 0.166 -0.092 0.176 -0.0009
C -0.701 1.914 -2.769 -0.401 0.591 -0.166 0.0029
H -0.590 2.002 -3.863 -0.095 0.034 0.310 -0.0008
H -0.302 2.806 -2.277 -0.224 -0.245 -0.265 0.0004
H -1.777 1.842 -2.535 0.408 0.169 -0.139 -0.0002
C -1.574 -0.945 -3.418 -0.735 -0.599 0.184 0.0047
H -1.222 -0.956 -4.463 -0.054 -0.052 0.368 -0.0003
H -2.352 -0.184 -3.339 -0.019 -0.230 -0.121 0.0004
H -1.995 -1.935 -3.171 -0.031 0.425 -0.290 -0.0003
C 0.779 -2.901 -2.658 -0.276 -0.698 0.533 -0.0003
H 1.415 -2.861 -3.556 -0.206 0.116 0.266 -0.0020
H -0.167 -3.370 -2.924 0.104 -0.067 -0.003 0.0006
H 1.285 -3.527 -1.922 -0.028 -0.212 -0.130 -0.0004
C -0.801 -3.426 1.703 -0.480 0.180 0.192 0.0002
C 0.096 -3.919 0.864 0.268 -0.223 -0.500 0.0011
C 0.026 -5.354 0.403 0.569 -0.159 0.062 0.0001
C -1.114 -5.736 -0.590 0.059 -0.303 -0.575 0.0000
C -2.095 -4.661 -0.993 0.557 -0.035 -0.076 0.0003
C -2.998 -4.214 -0.130 -0.033 0.472 0.410 0.0002
C -3.036 -4.736 1.288 -0.675 -0.061 0.070 0.0001
C -1.903 -4.292 2.262 -0.053 0.248 0.499 0.0000
H -0.068 -6.034 1.267 0.161 0.393 -0.152 0.0000
H -1.654 -6.591 -0.149 0.118 0.294 -0.335 0.0000
H 0.977 -5.612 -0.083 -0.199 0.033 0.242 0.0000
H -1.486 -5.208 2.709 0.079 0.379 -0.122 0.0000
H -0.803 -2.371 2.006 0.230 -0.261 -0.050 0.0005
H 0.915 -3.312 0.455 -0.286 -0.017 0.245 0.0014
H -2.381 -3.752 3.089 0.182 -0.116 -0.115 0.0000
H -3.976 -4.403 1.749 0.127 -0.278 -0.200 0.0000
H -3.712 -3.409 -0.353 0.351 -0.379 -0.231 0.0000
H -3.055 -5.837 1.291 -0.110 0.334 -0.134 0.0000
H -0.615 -6.097 -1.503 -0.316 -0.071 0.260 0.0000
H -1.953 -4.268 -2.010 -0.507 -0.048 0.454 0.0000
P 1.600 0.030 1.754 0.242 0.080 -0.445 -0.0187
C 2.932 1.247 1.473 -0.170 0.396 -0.323 -0.0015
H 3.450 1.429 2.420 0.022 -0.142 -0.174 -0.0004
H 2.515 2.200 1.146 0.182 -0.213 0.072 -0.0004
H 3.628 0.895 0.706 0.000 -0.011 0.270 0.0000
C 0.893 0.638 3.318 -0.490 -0.097 0.077 -0.0026
H 1.712 0.867 4.013 -0.165 -0.121 -0.171 -0.0007
H 0.251 -0.142 3.753 0.154 0.216 -0.041 0.0000
H 0.318 1.558 3.153 0.195 -0.308 0.008 -0.0001
C 2.662 -1.330 2.317 -0.055 -0.427 0.048 -0.0037
H 2.064 -2.120 2.784 0.185 0.070 -0.027 0.0000
H 3.391 -0.926 3.031 -0.155 -0.242 -0.093 -0.0010
H 3.193 -1.755 1.457 -0.046 0.053 0.241 0.0000
P -2.507 0.330 0.399 -0.051 1.096 -0.254 -0.0061
C -3.729 0.024 -0.917 -0.268 -0.719 -0.250 0.0012
H -4.733 -0.070 -0.488 0.120 0.052 -0.189 0.0000
H -3.488 -0.877 -1.499 -0.244 0.204 0.270 0.0002
H -3.711 0.886 -1.603 -0.026 -0.287 0.276 0.0000
C -3.200 -0.189 2.013 0.055 -0.517 0.259 -0.0022
H -3.590 -1.215 2.006 0.104 0.222 -0.031 0.0000
H -3.993 0.513 2.316 0.214 -0.334 -0.204 -0.0006
H -2.401 -0.136 2.769 -0.204 0.009 -0.241 -0.0001
C -2.948 2.118 0.582 0.185 0.144 0.033 -0.0008
H -4.038 2.185 0.672 0.084 -0.145 -0.001 -0.0007
H -2.622 2.695 -0.289 -0.105 -0.145 0.219 -0.0001
H -2.474 2.548 1.470 -0.179 -0.106 -0.209 0.0002
O 3.133 4.704 3.195 -1.977 0.474 -0.402 -0.0013
S 1.774 5.100 2.812 1.049 -0.098 -0.477 0.0001
O 0.965 5.913 3.680 0.449 -0.562 -0.212 0.0000
N 0.947 3.743 2.304 -0.366 -0.188 -0.834 -0.0065
C 0.678 3.743 1.006 0.918 -0.679 2.712 -0.0006
S -0.060 2.339 0.349 -0.472 0.160 -0.527 -0.0028
C 1.123 4.946 0.295 0.670 0.798 -0.643 -0.0005
C 1.066 5.264 -1.065 0.029 0.242 0.497 0.0005
C 1.619 6.469 -1.518 -0.016 -0.202 0.579 0.0000
C 2.254 7.333 -0.613 -0.140 -0.310 0.292 0.0004
C 2.360 7.007 0.749 -0.428 -0.665 -0.061 -0.0001
C 1.789 5.801 1.171 0.358 0.984 -0.427 0.0003
H 0.576 4.566 -1.724 -0.061 0.083 -0.258 0.0001
H 1.549 6.745 -2.567 0.033 -0.082 0.171 0.0000
H 2.668 8.270 -0.964 -0.006 -0.071 -0.016 0.0000
H 2.852 7.653 1.476 -0.083 -0.099 -0.321 0.0000

Record 6
31
Properties=species:S:1:pos:R:3:forces:R:3:lowdin_spin:R:1 method="wB97M-V/def2-TZVPD" e_lumo_ha="-0.317 / -0.403" homo_energy_ha="-0.5558 / -0.5619" multiplicity=5 homo_lumo_gap_ev="6.51 / 4.33" total_charge=+2 s_squared=6.066
Pt 1.236 -2.008 -0.701 0.149 0.661 -0.097 1.4564
C -0.284 -1.872 -4.891 0.356 -0.058 -0.073 0.0247
C -0.216 -1.587 -3.428 -0.684 0.164 -0.538 0.0865
O 0.809 -1.955 -2.815 0.761 -0.204 1.148 0.2626
C -1.335 -0.890 -2.874 0.047 0.139 0.689 0.2004
C -1.401 -0.272 -1.637 -0.665 -0.368 -1.033 0.0268
C -2.613 0.494 -1.229 -0.061 0.039 0.158 0.0114
N -0.361 -0.299 -0.803 0.751 -0.024 0.823 0.5360
N -0.257 0.434 0.245 -0.631 -0.098 -0.890 0.4670
C 0.872 0.365 0.970 -0.138 1.036 1.334 0.0810
O 1.797 -0.443 0.681 0.379 -1.407 -0.967 0.2351
C 0.942 1.265 2.115 0.069 -0.285 -0.415 0.0757
C 2.133 1.454 2.831 -0.004 -0.106 0.391 0.0322
C 2.088 2.136 4.032 0.273 -0.192 -0.157 0.0192
C 0.887 2.671 4.505 -0.165 -0.117 -0.180 0.0958
C -0.288 2.533 3.767 0.048 0.034 -0.205 0.0052
C -0.251 1.867 2.562 -0.127 0.097 -0.030 0.0715
H 0.677 -2.229 -5.254 -0.030 -0.007 -0.020 -0.0001
H -0.580 -0.971 -5.426 -0.009 0.044 -0.042 0.0035
H -1.046 -2.627 -5.088 -0.086 -0.061 0.077 0.0051
H -2.188 -0.771 -3.528 0.026 0.005 0.017 0.0083
H -3.418 0.357 -1.942 -0.020 0.001 -0.033 0.0010
H -2.358 1.551 -1.168 0.016 0.136 0.005 -0.0004
H -2.942 0.181 -0.240 -0.045 -0.029 0.050 -0.0018
H 3.059 1.048 2.449 0.045 -0.090 0.089 0.0009
H 2.978 2.231 4.638 0.076 0.104 -0.119 -0.0003
H 0.867 3.213 5.440 0.040 -0.011 0.053 0.0041
H -1.208 2.971 4.121 -0.059 0.029 0.009 -0.0012
H -1.124 1.790 1.930 -0.169 0.026 0.126 0.0061
I 0.835 -4.363 0.485 -0.060 0.197 -0.055 0.2234
I 2.692 -6.274 0.251 -0.083 0.344 -0.113 0.0637